No. 1
Formula: C15H40F18N8O17P2S6
Source: the OMol25 dataset
Level of theory: the ωB97M-V functional and the def2-TZVPD basis

Geometry (Å):
N  2.14  -3.40  -1.23
H  4.61  -5.71  -0.62
H  -0.15  6.14  3.65
O  -2.32  -2.85  -2.91
C  -3.60  -1.84  0.24
H  -1.32  2.73  3.28
O  -3.23  -0.67  4.04
H  -2.17  2.86  1.13
N  0.72  -0.48  4.06
F  -0.83  1.67  -4.12
C  2.80  3.29  -2.98
H  0.44  -4.55  -0.85
P  5.03  -0.04  0.75
H  0.33  -1.43  4.09
S  -3.92  1.10  -6.22
H  -0.97  4.16  0.72
C  -3.96  0.22  -1.09
H  -4.89  0.40  -0.57
N  -3.67  -1.29  -1.13
O  -3.52  1.81  5.77
H  2.89  4.79  -0.45
C  3.12  -4.28  -0.48
S  -2.14  1.47  5.68
H  1.56  5.57  4.00
F  4.19  0.71  -0.45
H  4.73  -4.32  -1.89
C  1.66  -0.30  5.21
O  -4.25  -1.42  1.14
H  1.13  1.64  5.92
H  2.65  -3.00  -2.02
N  -1.02  3.58  2.74
F  5.43  1.35  1.44
H  3.63  -5.63  -2.02
H  1.95  -2.58  -0.64
H  2.68  1.04  6.50
F  4.59  -1.44  0.04
O  2.01  -1.25  5.82
H  0.63  -0.50  1.92
P  0.19  0.17  -0.73
N  2.12  3.13  -1.65
H  -4.19  0.50  -2.11
C  2.88  3.70  -0.47
H  1.41  -5.00  -2.39
C  3.74  2.17  -3.34
N  -2.42  1.83  -5.83
C  0.50  5.32  3.94
O  -2.41  -0.03  -4.09
F  -1.90  -0.08  2.25
O  -3.67  1.39  2.73
H  4.31  2.42  -4.24
H  0.32  5.00  4.98
O  1.27  3.44  2.78
H  -4.40  -1.76  -1.68
H  3.22  1.25  -3.61
F  -5.19  -5.74  -4.56
F  0.85  1.16  0.38
H  2.27  3.33  0.35
H  2.54  1.58  4.81
O  -3.12  -6.53  -3.83
H  1.86  2.15  -1.47
O  -5.03  1.46  -5.37
H  1.72  0.76  2.61
F  3.69  -0.19  1.66
O  -0.97  -4.54  -4.09
H  -2.92  -3.78  -0.38
S  -3.84  -5.28  -3.82
C  1.00  -4.24  -1.73
F  -0.50  -0.80  -1.81
H  -0.44  2.45  1.03
S  -2.76  0.55  3.47
F  5.97  -0.82  1.78
H  -2.85  -3.52  1.34
F  -0.47  1.39  -1.57
C  -2.71  -3.02  0.38
O  -1.53  0.64  6.68
H  -0.11  0.16  4.19
F  1.57  0.36  -1.59
C  4.13  -5.00  -1.28
H  2.16  -0.96  2.60
F  6.36  -0.01  -0.22
O  -3.07  2.26  -3.37
O  3.09  -4.31  0.71
C  -1.15  3.23  1.26
F  -1.17  0.07  0.19
S  -2.11  -3.66  -4.07
H  1.21  3.59  -1.77
H  -1.65  -2.77  0.33
H  4.44  1.96  -2.54
F  0.86  -1.11  0.01
H  0.28  -3.65  -2.30
H  -2.79  -1.44  -1.64
S  -2.43  1.41  -4.34
N  -3.47  -4.18  -4.86
H  3.89  3.32  -0.34
N  -1.54  1.23  4.12
H  -1.68  4.33  2.94
F  -1.49  2.90  5.93
C  1.34  -0.25  2.71
C  2.02  1.08  5.63
C  0.33  4.08  3.14
H  -3.12  0.76  -0.68
O  -4.27  -4.80  -2.54
O  2.57  4.22  -3.66
F  -4.17  1.98  -7.53
F  -1.79  -2.56  -5.16
O  -3.80  -0.23  -6.71

Results
LUMO energy	-1.93	eV
HOMO-LUMO gap	6.788	eV
net charge	0

=====

No. 2
Formula: C33H28IKN3O3P
Source: the OMol25 dataset
Level of theory: the ωB97M-V functional and the def2-TZVPD basis

Geometry (Å):
H  1.68  -0.92  3.93
C  2.99  -2.58  3.58
H  0.17  -8.27  -0.80
H  -1.28  0.84  1.41
C  2.87  2.78  -0.20
C  0.34  -5.04  0.21
N  0.43  3.05  -0.31
C  1.98  -2.51  0.97
C  -1.00  -1.45  -3.58
K  -0.43  0.81  -1.56
C  -2.35  -1.81  -1.62
C  0.45  -7.22  -0.79
H  -3.32  -1.87  -1.14
C  1.65  -5.38  -1.77
H  0.00  -4.40  1.02
O  -0.83  1.11  2.26
H  -0.68  -6.76  0.97
H  -1.37  5.98  -0.67
C  -0.03  -6.37  0.20
H  -0.92  -1.23  -4.63
N  -4.73  3.16  -0.39
C  3.47  -3.47  2.63
H  -5.76  0.86  -0.27
C  -2.58  2.07  -0.13
H  1.04  5.52  0.50
C  -2.19  5.88  0.05
C  -2.78  4.50  -0.04
H  -4.27  0.04  0.27
C  0.53  -0.55  1.61
C  0.13  -1.75  -2.84
C  -4.70  0.74  -0.45
H  5.28  4.99  0.66
C  1.29  -6.72  -1.77
H  1.69  -7.38  -2.54
C  1.91  4.88  0.39
C  1.53  -1.58  1.91
O  -1.62  6.20  1.32
C  -2.25  -1.49  -2.97
H  2.31  -5.00  -2.54
O  -1.93  0.96  -0.05
C  1.17  -4.52  -0.78
C  2.04  -1.64  3.22
C  1.72  3.54  -0.01
H  -4.77  5.22  -0.35
C  -0.56  3.53  0.34
C  -1.21  -2.10  -0.88
H  3.38  -4.10  0.60
C  4.13  3.28  0.07
H  4.23  -4.20  2.90
H  -3.15  -1.31  -3.55
H  5.00  2.64  -0.04
H  3.26  6.43  0.93
C  4.29  4.59  0.48
C  2.98  -3.41  1.35
C  3.16  5.39  0.63
H  -4.56  0.34  -1.45
H  1.10  -1.75  -3.32
N  0.16  0.25  2.53
C  0.05  -2.08  -1.48
P  1.66  -2.74  -0.84
H  -0.38  4.19  1.19
C  -1.98  3.34  0.03
H  0.12  -0.50  0.60
H  3.36  -2.61  4.60
H  -2.96  6.61  -0.22
C  -4.00  2.07  -0.32
I  2.82  0.79  -0.92
C  -4.13  4.35  -0.27
H  -1.32  -2.34  0.17
H  -2.31  6.10  1.99

Results
LUMO energy	0.03	eV
HOMO-LUMO gap	7.692	eV
net charge	0
ΔE to the lowest compared entry with this formula, charge and spin	0.000	eV

=====

No. 3
Formula: C37H39N4O6PS3Tb
Source: the OMol25 dataset
Level of theory: the ωB97M-V functional and the def2-TZVPD basis

Geometry (Å):
H  -2.10  4.38  -3.03
H  4.72  -3.98  -0.21
C  1.17  0.24  2.07
H  -2.53  2.02  -3.97
C  -3.43  -2.04  0.54
H  1.29  -0.77  5.82
C  -3.92  -1.98  -2.26
C  -1.04  4.56  1.61
H  5.72  -4.84  -1.38
C  4.69  -4.47  -1.20
H  4.06  -5.35  -1.21
H  2.37  1.08  -4.48
C  -2.31  4.94  1.02
S  0.14  -2.29  -3.54
C  4.33  -3.51  -2.30
C  -0.34  -6.10  -0.63
H  1.71  -6.40  0.02
C  -2.27  0.98  3.02
H  4.28  -4.02  -3.26
H  5.01  -1.69  -3.16
H  -0.92  -5.23  -1.00
C  -2.66  4.51  -0.31
N  -1.92  3.66  -1.05
C  -4.21  -3.00  -0.03
H  1.72  3.40  -4.70
C  0.97  -5.58  -0.09
H  3.15  -0.58  2.03
C  2.24  -0.51  2.61
C  -0.01  -0.04  4.23
H  1.55  3.87  -0.42
H  -4.09  -1.97  -3.34
H  0.33  5.04  3.21
N  -1.95  1.16  -2.11
C  5.27  -2.35  -2.33
H  -0.20  -6.85  -1.45
H  3.00  0.22  -2.09
C  -0.65  5.25  2.80
H  5.19  -1.78  -1.37
H  -4.24  6.04  1.39
O  2.93  -2.91  -2.19
P  1.92  -3.14  -0.98
S  0.48  -1.65  -1.75
O  1.58  -4.72  -1.15
O  -2.26  -0.02  0.34
C  -4.47  -2.96  -1.43
H  -3.58  4.89  -0.76
N  1.21  0.81  0.84
C  1.80  2.98  -3.69
C  -0.01  0.40  2.86
H  1.14  4.79  -2.76
H  -4.64  -3.80  0.58
Tb  -0.91  1.72  0.03
C  -2.87  -0.99  -0.27
H  -5.15  -3.72  -1.86
H  -2.98  0.05  -3.56
H  -1.30  6.42  4.44
S  2.71  1.40  0.44
C  -2.82  6.33  2.95
C  -1.96  2.26  -3.06
H  -3.14  -2.08  1.59
H  -3.46  7.00  3.55
C  2.23  1.66  -3.56
H  -0.91  2.42  -3.35
H  0.03  -4.05  1.07
C  -3.10  -0.96  -1.70
C  -3.24  5.78  1.76
H  0.19  -5.59  1.89
N  -1.08  1.08  2.38
H  -3.53  3.60  -2.37
H  6.30  -2.65  -2.47
C  -2.43  3.52  -2.40
C  -2.68  0.13  -2.51
O  3.07  2.50  1.32
C  2.24  -0.93  3.93
H  3.11  -1.50  4.29
O  3.64  0.28  0.19
H  -3.08  1.41  2.47
O  -0.31  3.57  1.14
C  -1.20  0.05  4.97
H  -0.92  -6.60  0.17
C  -2.37  0.56  4.37
C  0.71  -4.87  1.23
C  1.80  3.30  -1.30
C  1.19  -0.62  4.76
C  1.54  3.79  -2.56
C  2.56  1.19  -2.28
C  -1.55  6.03  3.46
C  2.39  2.04  -1.19
H  -3.28  0.69  4.91
H  -1.24  -0.32  5.97
H  1.60  -4.55  1.78

Results
⟨S²⟩	12.0412
LUMO energy (alpha / beta)	1.63 / 1.63	eV
HOMO-LUMO gap (alpha / beta)	4.080 / 4.086	eV
net charge	-1
multiplicity	7
ΔE to the lowest compared entry with this formula, charge and spin	3.693	eV

=====

No. 4
Formula: C5H13FNO2P
Source: the OMol25 dataset
Level of theory: the ωB97M-V functional and the def2-TZVPD basis

Geometry (Å):
F  1.89  1.96  1.24
H  2.19  0.64  -2.34
H  -3.53  -0.12  0.81
H  -1.89  2.14  0.67
C  -3.11  -0.33  -0.17
C  0.11  -1.67  1.09
H  -0.48  -2.36  1.68
H  -0.59  0.19  2.06
H  1.49  -0.72  -1.78
C  1.55  1.27  0.14
O  -0.77  -0.07  -1.62
H  2.61  -0.59  0.28
N  2.34  -0.16  -1.73
H  0.15  -2.03  0.06
C  -0.47  -0.31  1.11
H  -3.11  -1.40  -0.35
H  1.12  -1.68  1.51
H  0.97  1.86  -0.55
H  -3.70  0.16  -0.94
C  2.56  0.29  -0.37
H  3.55  0.78  -0.33
P  -1.36  0.27  -0.32
O  -1.51  1.87  -0.16

Results
LUMO energy (alpha / beta)	0.54 / -0.29	eV
HOMO-LUMO gap (alpha / beta)	9.140 / 7.766	eV
net charge	0
ΔE to the lowest compared entry with this formula, charge and spin	1.975	eV

=====

Number 1: largest force on an atom 8.33 eV Å⁻¹. Number 2: largest force on an atom 2.85 eV Å⁻¹. Number 3: largest force on an atom 3.27 eV Å⁻¹. Number 4: largest force on an atom 1.61 eV Å⁻¹.